No. 1
Formula: C12H12BaN3O4
Source: OMol25
Level of theory: ωB97M-V/def2-TZVPD

Cartesian coordinates (Å):
Ba (0.67276, -1.51502, 0.00000)
O (4.82573, 0.04478, 0.00001)
C (3.62035, -0.05220, 0.00000)
O (2.92323, -1.13904, 0.00001)
C (2.77637, 1.23306, 0.00000)
C (3.44191, 2.47472, 0.00000)
C (2.70501, 3.62018, 0.00000)
C (1.29236, 3.54377, 0.00000)
C (0.45733, 4.68521, 0.00000)
C (-0.90151, 4.55358, 0.00000)
C (-1.48857, 3.27192, 0.00000)
C (-0.70475, 2.15309, -0.00001)
C (0.70416, 2.25983, -0.00001)
N (1.46152, 1.12398, 0.00000)
H (4.52203, 2.46358, 0.00000)
H (3.18087, 4.59300, 0.00000)
H (0.91957, 5.66433, 0.00000)
H (-1.53562, 5.42930, 0.00000)
H (-2.56642, 3.17921, -0.00001)
H (-1.16691, 1.17012, 0.00000)
C (-4.21727, -3.25849, 0.00001)
O (-3.19425, -4.27625, 0.00000)
C (-1.94598, -3.86911, 0.00000)
O (-1.57867, -2.69513, 0.00000)
N (-1.08023, -4.90746, -0.00001)
N (0.29645, -4.64750, -0.00001)
H (-5.15438, -3.80300, 0.00001)
H (-4.13363, -2.64302, -0.89240)
H (-4.13362, -2.64303, 0.89242)
H (-1.43252, -5.85254, 0.00000)
H (0.71732, -5.08094, -0.81652)
H (0.71732, -5.08094, 0.81650)

Atoms 1-3, force components in eV/Å:
Ba -0.3 0.2 0.0
O -0.1 0.1 0.0
C 0.3 0.3 0.0

Summary:
* HOMO energy: -11.7 eV
* calculated total energy: -25989.9153 eV
* energy relative to the best compared isomer or geometry (same formula, charge and spin): 19.67 kJ/mol
* orbital gap: 8.33 eV
* strongest force on any atom: 0.8 eV/Å
* net charge: +1

No. 2
Formula: C9H14O
Source: OMol25
Level of theory: ωB97M-V/def2-TZVPD

Cartesian coordinates (Å):
C (1.24463, -1.29458, -1.80062)
C (0.11673, -0.69378, -1.01500)
C (-0.68890, 0.28847, -1.55850)
C (-1.69961, 0.93779, -0.84487)
C (-2.01002, 0.42036, 0.39704)
O (-2.98278, 0.96228, 1.24472)
C (-1.29283, -0.64615, 0.93571)
C (-0.16950, -1.13219, 0.28552)
H (2.12656, -1.37259, -1.16474)
H (1.50260, -0.78197, -2.72488)
H (1.04114, -2.33544, -2.05487)
H (-0.40197, 0.77187, -2.48838)
H (-2.33083, 1.72843, -1.21667)
H (-2.79778, 1.91128, 1.27440)
H (-1.43262, -0.96327, 1.96256)
H (0.40034, -1.92573, 0.75198)
C (2.67524, -0.12544, 1.42158)
C (3.11195, 0.98671, 0.47658)
H (3.26445, -0.09384, 2.33621)
H (1.60820, 0.01127, 1.55839)
H (2.88614, -1.08228, 0.95400)
H (2.83058, 0.76655, -0.55657)
H (4.18794, 1.11654, 0.36174)
H (2.65583, 1.95512, 0.69318)

Atoms 1-3, force components in eV/Å:
C 0.3 -0.6 0.3
C -0.1 -0.2 0.0
C 0.3 1.6 -0.2

Summary:
* SMILES: Cc1ccc(O)cc1.CC
* HOMO energy: -8.7 eV
* calculated total energy: -11607.1156 eV
* energy relative to the best compared isomer or geometry (same formula, charge and spin): 50.28 kJ/mol
* orbital gap: 9.51 eV
* strongest force on any atom: 1.6 eV/Å

No. 3
Formula: C3H4O5Sr
Source: OMol25
Level of theory: ωB97M-V/def2-TZVPD

Cartesian coordinates (Å):
C (1.71023, 0.96934, -0.59786)
C (1.84076, -0.38045, -0.56373)
O (1.07769, -1.25191, 0.21686)
C (-0.20138, -1.59796, -0.03970)
O (-0.91700, -1.77654, 0.99665)
O (-0.69551, -1.32551, -1.14931)
O (0.64314, 1.68023, -0.34637)
H (2.54217, 1.48010, -1.11968)
H (2.49732, -0.89930, -1.26190)
H (-0.84222, 1.05846, 0.37477)
O (-2.07732, 0.99428, 0.92201)
H (-2.42451, 1.86148, 0.70771)
Sr (-3.15336, -0.81223, 1.86056)

Atoms 1-3, force components in eV/Å:
C -1.3 -0.9 -1.2
C 0.4 -0.2 -0.4
O 0.7 -0.7 1.0

Summary:
* HOMO energy (alpha / beta): -2.2 / -3.1 eV
* multiplicity: 2
* calculated total energy: -14248.1239 eV
* orbital gap (alpha / beta): 4.81 / 5.71 eV
* strongest force on any atom: 4.7 eV/Å
* ⟨S²⟩: 0.75
* net charge: -1